78
Properties=species:S:1:pos:R:3:forces:R:3:lowdin_charge:R:1 method="wB97M-V/def2-TZVPD" e_above_lowest_kj_mol=97.0 orbital_gap_ev=6.5523 multiplicity=1 total_charge=+2 homo_energy_ev=-13.49 e_tot_ev=-68911.4744
Pd -0.385152 1.570980 -0.047055 -1.02 0.33 -0.13 0.3790
I 0.552665 3.041667 1.894649 0.00 0.57 0.13 1.2227
C 2.371430 2.239483 2.530106 -0.43 -0.05 -0.45 -0.5920
C 2.628587 2.451605 3.837420 0.08 0.17 0.94 -0.1489
C 3.919893 2.216326 4.355820 -0.12 0.11 0.45 -0.0409
C 4.919065 1.862109 3.510098 0.32 -0.08 -0.21 -0.0029
C 4.656870 1.643993 2.129405 0.07 0.00 0.12 -0.1385
C 5.729420 1.365047 1.245966 0.35 0.01 0.32 0.0072
C 5.517637 1.193639 -0.085565 -0.01 -0.06 -0.40 -0.0320
C 4.192959 1.178837 -0.569923 0.36 0.02 -0.06 -0.0872
C 3.116131 1.402674 0.256403 -0.02 0.07 -0.06 -0.3196
P 1.591395 0.885598 -0.547944 0.23 -0.82 0.10 0.9306
C 1.755133 -0.877038 -0.862257 0.16 -0.15 -0.13 -0.3255
C 2.857371 -1.588897 -0.385357 0.07 -0.18 0.06 -0.0636
C 2.978503 -2.949103 -0.656874 0.02 -0.01 0.03 -0.0538
C 2.006053 -3.602590 -1.404345 0.02 -0.10 0.02 -0.0528
C 0.894949 -2.901097 -1.866662 -0.04 0.07 -0.01 -0.0497
C 0.764032 -1.546363 -1.591276 0.64 -0.56 0.25 -0.1240
C 1.462666 1.858883 -2.054460 0.03 0.05 -0.16 -0.3612
C 1.058438 1.313424 -3.280132 -0.01 0.32 -0.10 -0.0555
C 0.937436 2.139256 -4.392606 -0.01 -0.11 0.05 -0.0418
C 1.206279 3.500887 -4.285516 -0.02 0.10 -0.16 -0.0363
C 1.612182 4.046546 -3.070898 0.01 0.15 0.00 -0.0552
C 1.744071 3.230826 -1.958131 -0.09 -0.02 -0.17 -0.1139
C 3.330629 1.749013 1.622781 0.40 -0.15 -0.12 -0.2003
H 1.854384 2.843549 4.492753 0.17 -0.06 -0.07 0.1018
H 4.111741 2.381391 5.416153 -0.07 -0.05 -0.31 0.1277
H 5.941871 1.756328 3.872294 -0.25 0.01 -0.12 0.1324
H 6.742603 1.319103 1.658237 -0.38 0.01 -0.14 0.1367
H 6.347392 1.020124 -0.768266 -0.21 0.05 0.15 0.1268
H 4.028333 0.934377 -1.615243 0.03 0.00 0.05 0.1270
H 3.628116 -1.094969 0.200351 -0.16 -0.14 -0.12 0.1048
H 3.843724 -3.494817 -0.285584 -0.19 0.11 -0.08 0.1193
H 2.108183 -4.665754 -1.623642 -0.02 0.28 0.06 0.1212
H 0.125084 -3.411479 -2.443013 0.17 0.11 0.12 0.1203
H -0.105150 -1.030890 -1.919608 -0.57 0.34 -0.22 0.0768
H 0.866699 0.256485 -3.374146 0.00 -0.06 -0.03 0.0950
H 0.640451 1.716568 -5.349687 0.06 0.08 0.20 0.1217
H 1.112100 4.143580 -5.162460 0.03 -0.20 0.26 0.1257
H 1.835779 5.109700 -2.996672 -0.04 -0.24 -0.01 0.1248
H 2.083073 3.648406 -1.020547 0.05 0.05 0.08 0.0936
C -1.345482 -0.222218 0.244120 -0.14 -1.06 -0.06 -0.0416
C -1.828598 -1.327473 0.547318 0.50 1.18 -0.19 -0.1021
C -2.360540 -2.568373 0.884430 0.07 -0.11 -0.05 -0.0644
C -1.442710 -3.658490 1.199702 -0.17 0.34 -0.01 -0.1716
C -0.194868 -3.376999 1.778764 -0.05 0.13 -0.01 -0.0075
C 0.667649 -4.402449 2.099613 0.20 -0.03 0.06 -0.0542
C 0.322621 -5.717723 1.799837 0.11 -0.18 0.03 -0.0336
C -0.889212 -6.005383 1.179795 0.11 -0.23 0.02 -0.0416
C -1.772325 -4.986186 0.892450 -0.19 0.03 -0.04 -0.0107
C -3.801629 -2.732931 0.877243 0.15 -0.37 0.43 -0.1671
C -4.451134 -3.664122 1.728449 0.41 0.29 -0.30 0.0053
C -5.826266 -3.766407 1.717723 0.07 -0.12 0.13 -0.0439
C -6.565173 -2.971499 0.860009 -0.44 0.25 -0.28 -0.0276
C -5.937401 -2.044955 0.022338 -0.53 -0.03 -0.01 -0.0462
C -4.573463 -1.911632 0.046849 0.16 0.15 -0.16 -0.0147
H 0.060587 -2.349707 2.003911 0.01 0.01 0.01 0.1192
H 1.615449 -4.185264 2.585581 -0.17 -0.04 -0.09 0.1183
H 1.007865 -6.528212 2.047518 -0.17 0.20 -0.06 0.1230
H -1.142192 -7.029953 0.923444 0.04 0.16 0.04 0.1220
H -2.701555 -5.204515 0.385769 -0.05 -0.01 0.01 0.1260
H -3.875155 -4.253930 2.426008 0.09 -0.03 0.00 0.1254
H -6.324652 -4.459837 2.382790 0.04 0.03 -0.02 0.1222
H -7.653050 -3.063690 0.845087 0.33 0.05 -0.02 0.1263
H -6.530478 -1.430207 -0.647342 0.05 -0.10 0.09 0.1177
H -4.073368 -1.200979 -0.602670 -0.06 -0.07 0.05 0.1140
N -1.844891 7.374744 -2.346266 -0.65 -1.54 0.72 0.1907
C -2.253733 6.388947 -1.885098 0.42 0.90 -0.42 -0.1422
C -2.704205 5.127190 -1.311563 0.37 0.54 -0.29 -0.1802
C -4.037426 4.845044 -1.071464 -0.41 0.30 -0.09 0.0224
C -4.372794 3.613188 -0.544480 -0.31 -0.06 0.04 -0.0149
C -3.375464 2.700062 -0.275448 0.15 -0.07 -0.02 -0.1025
N -2.082177 2.969721 -0.497611 -0.03 -0.15 0.30 -0.0455
C -1.756667 4.165518 -1.002497 -0.78 -0.39 0.16 -0.0835
H -4.798430 5.584013 -1.299208 0.06 -0.09 0.03 0.1415
H -5.406953 3.356143 -0.344205 0.13 0.04 -0.03 0.1261
H -3.601671 1.720466 0.124045 0.04 -0.01 0.03 0.1055
H -0.733543 4.360700 -1.179543 0.99 0.12 -0.13 0.0910

84
Properties=species:S:1:pos:R:3:forces:R:3:lowdin_charge:R:1 method="wB97M-V/def2-TZVPD" e_above_lowest_kj_mol=93.7 orbital_gap_ev=6.5566 multiplicity=1 total_charge=+1 homo_energy_ev=-9.60 e_tot_ev=-72224.3986
Ir -0.405043 0.265673 0.155561 -1.16 0.82 -0.39 1.3794
C -4.413082 2.080334 0.571486 -0.03 -0.01 -0.06 -0.0232
C -3.390702 1.125779 0.494169 -0.01 -0.12 -0.06 -0.0819
N -2.136202 1.423582 0.208199 0.11 0.51 0.61 -0.0163
C -1.826494 2.753992 -0.007212 0.01 0.03 -0.09 -0.1295
C -2.809021 3.761294 -0.010447 -0.07 -0.05 -0.05 -0.1483
C -4.131035 3.389269 0.313635 0.05 0.00 0.01 0.0207
C -2.449826 5.084161 -0.351981 -0.02 0.04 0.01 -0.0344
C -1.161667 5.354643 -0.711828 0.07 -0.02 -0.01 -0.0549
C -0.164071 4.360830 -0.673877 -0.06 0.10 0.03 -0.0051
C -0.462167 3.081918 -0.257647 0.11 -0.15 0.23 -0.2069
N 0.423779 2.036045 -0.091993 0.13 -0.01 -0.31 -0.0947
C 1.790387 2.128801 0.065194 -0.11 -0.04 -0.03 -0.2487
C 2.538504 3.212772 0.464894 0.13 0.07 -0.09 -0.0091
C 3.944581 3.115389 0.533726 -0.09 0.06 0.01 -0.0568
C 4.592059 1.958661 0.210745 0.05 -0.04 -0.02 -0.0311
C 3.840329 0.805620 -0.117148 0.01 -0.03 0.03 -0.1466
C 4.427722 -0.441826 -0.431230 -0.03 0.03 -0.01 0.0205
C 3.618326 -1.505674 -0.685997 0.00 0.00 -0.04 -0.0316
C 2.222138 -1.366229 -0.577477 -0.08 -0.05 -0.14 -0.0871
N 1.628980 -0.221252 -0.308280 0.11 -0.12 0.65 -0.0026
C 2.440433 0.882474 -0.122988 0.04 0.04 -0.05 -0.1577
H -5.411075 1.750974 0.822503 0.01 0.00 0.00 0.1163
H -3.630376 0.089238 0.662922 0.05 -0.02 0.07 0.1061
H -4.902989 4.147760 0.353002 0.00 -0.01 -0.02 0.1296
H -3.207867 5.855911 -0.345641 0.00 -0.01 -0.02 0.1176
H -0.885457 6.354097 -1.021062 0.00 -0.01 0.00 0.1144
H 0.840205 4.608125 -0.984197 0.01 0.01 0.06 0.1108
H 2.058245 4.142063 0.733602 0.00 0.01 -0.06 0.1109
H 4.511227 3.986895 0.834190 0.00 -0.01 0.00 0.1131
H 5.672536 1.898649 0.221640 -0.01 0.00 0.01 0.1170
H 5.506714 -0.528300 -0.475128 0.00 0.00 0.03 0.1278
H 4.015964 -2.476753 -0.948479 0.00 0.01 -0.02 0.1090
H 1.572932 -2.215605 -0.712094 0.00 -0.02 0.07 0.0622
F 1.560887 1.246923 4.966119 0.00 0.01 0.01 0.0887
C 0.664693 0.571538 4.236128 -0.05 -0.03 0.01 -0.2652
C 0.685501 0.719927 2.862322 0.07 0.19 0.09 0.0007
C -0.238456 0.019178 2.105198 0.05 0.13 -0.16 -0.1877
C -1.130816 -0.871454 2.722361 0.01 -0.17 0.03 -0.1115
C -1.124888 -0.940655 4.111352 0.11 -0.07 0.08 -0.2243
F -1.995045 -1.750154 4.745085 -0.01 -0.02 -0.03 0.0748
C -0.246909 -0.229651 4.898098 0.02 0.00 -0.04 0.0677
C -1.932895 -1.691970 1.821976 -0.19 -0.05 0.09 -0.2080
C -2.703080 -2.801661 2.178949 -0.14 0.07 0.03 0.0121
C -3.391158 -3.489824 1.201619 0.02 0.00 -0.05 -0.0461
C -3.291562 -3.084231 -0.125250 -0.14 0.09 0.08 -0.0681
C -2.498089 -1.995833 -0.406969 -0.18 0.22 -0.06 -0.1548
N -1.851372 -1.307056 0.537568 1.20 -0.70 -0.35 -0.0934
H 1.405169 1.400281 2.425823 -0.02 -0.02 0.01 0.1069
H -0.259896 -0.314322 5.974839 0.00 0.01 -0.01 0.1407
H -2.764399 -3.108599 3.209864 0.01 0.02 0.00 0.1148
H -3.998753 -4.344356 1.469971 0.02 -0.01 -0.01 0.1204
H -3.814846 -3.597853 -0.919143 -0.01 0.01 0.00 0.1152
H -2.399192 -1.616432 -1.416197 0.12 -0.09 -0.02 0.1227
O 0.018678 -3.079747 -0.309753 -0.31 -0.66 -0.09 -0.5409
S -0.297492 -4.537481 -0.149514 0.22 0.02 -0.10 0.9795
C 1.188343 -5.253710 0.608456 -0.06 0.03 0.06 -0.2600
C 1.477570 -4.473304 1.862246 0.02 -0.07 0.05 -0.2852
C 2.664107 -3.763020 1.985126 -0.04 0.04 -0.02 -0.0410
C 2.924969 -3.015461 3.125887 -0.02 0.00 0.02 -0.0598
C 1.996754 -2.973653 4.155367 0.01 0.00 -0.03 -0.0758
C 0.811368 -3.689789 4.043839 -0.02 0.01 -0.01 -0.0731
C 0.551868 -4.432167 2.902760 0.03 -0.03 0.02 -0.0520
C -0.152079 -5.283114 -1.819666 0.07 0.00 0.07 -0.2627
C 1.058739 -4.810815 -2.561569 0.00 0.00 0.00 -0.2880
C 1.082403 -3.535577 -3.122547 0.02 -0.01 -0.01 -0.0527
C 2.218081 -3.074094 -3.771399 -0.02 -0.01 0.00 -0.0760
C 3.343672 -3.881575 -3.866503 0.00 -0.02 0.00 -0.0820
C 3.327375 -5.155787 -3.315531 0.00 0.02 0.00 -0.0702
C 2.189933 -5.616733 -2.667458 0.00 0.01 0.01 -0.0535
H 2.004463 -5.178448 -0.109693 0.03 0.01 0.02 0.0846
H 0.975109 -6.306075 0.811877 -0.03 0.01 -0.02 0.1119
H 3.390898 -3.796180 1.182128 0.01 -0.01 0.01 0.1059
H 3.856965 -2.471654 3.212466 -0.01 0.01 -0.01 0.1089
H 2.197097 -2.390325 5.044952 0.01 -0.01 -0.01 0.1088
H 0.090056 -3.674422 4.851795 0.00 0.01 -0.01 0.1093
H -0.374981 -4.990642 2.822077 0.01 0.00 0.01 0.1131
H -1.078511 -4.995855 -2.318455 0.00 0.01 0.00 0.0948
H -0.161721 -6.365110 -1.673884 -0.01 0.00 0.00 0.1018
H 0.206404 -2.903496 -3.046862 0.00 0.00 0.00 0.1147
H 2.222765 -2.083871 -4.209299 0.00 -0.01 0.00 0.1103
H 4.225254 -3.525278 -4.383402 0.00 0.00 0.01 0.1075
H 4.197332 -5.794530 -3.396255 -0.01 0.00 -0.01 0.1085
H 2.176098 -6.618593 -2.252561 0.00 0.01 0.00 0.1185